{"formula": "C5H26NO7S", "method": "ωB97M-V/def2-TZVPD", "lumo_ev": [-5.756, -10.759], "mol_weight_g_mol": 244.33, "homo_energy_ha": [-0.586, -0.586], "spin_multiplicity": 2, "s_squared": 0.753, "charge": 2, "symbols": ["C", "O", "C", "C", "C", "S", "C", "N", "H", "H", "H", "H", "H", "H", "H", "H", "H", "H", "H", "H", "H", "H", "H", "H", "O", "H", "H", "O", "H", "H", "O", "H", "H", "O", "H", "H", "O", "H", "H", "O"], "coordinates": [[-1.11137, 2.14952, 0.03449], [-1.60112, 2.51462, -1.22011], [0.36836, 1.76001, -0.10386], [0.50967, 0.28503, -0.47521], [1.81986, -0.00546, -1.23315], [2.22614, -1.75190, -1.18146], [2.13323, -2.25923, -2.87529], [1.11237, 2.09601, 1.16169], [-1.20572, 3.02349, 0.67950], [-1.68461, 1.32115, 0.46887], [-1.73750, 1.70933, -1.76386], [0.78992, 2.35539, -0.90943], [-0.32680, 0.03262, -1.12318], [0.39064, -0.34271, 0.41441], [1.73345, 0.27498, -2.28564], [2.68401, 0.52302, -0.81000], [2.29712, -3.33088, -2.92039], [2.90173, -1.74536, -3.46836], [1.14615, -2.00583, -3.27455], [0.66921, 1.61785, 1.98230], [1.10724, 3.10284, 1.32026], [2.09851, 1.79610, 1.11344], [-2.96279, -1.87133, -0.49361], [-3.96558, -2.20712, -1.63923], [-3.44323, -1.49749, -1.25417], [-1.99555, -2.06596, 1.70455], [-1.31327, -3.16749, 0.84048], [-2.10789, -2.63323, 0.92100], [4.38388, 0.83158, 1.74670], [4.67226, 2.14589, 1.03960], [3.94315, 1.59462, 1.35234], [-2.99316, -0.83536, 3.30115], [-2.00931, -1.76392, 4.03591], [-2.06569, -1.12883, 3.30556], [-2.46744, -0.42457, -2.21167], [-2.29483, 0.37476, -3.55206], [-1.88104, 0.19905, -2.69908], [-0.19245, 1.34468, 4.20362], [-0.94461, 0.32555, 3.31367], [-0.37093, 1.11550, 3.28240]], "atomic_forces_ev_per_a": [[-0.04, 0.15, -0.47], [0.07, -0.17, -0.01], [-0.12, -0.09, 0.08], [-0.01, -0.08, 0.36], [0.05, 0.01, -0.36], [-0.03, 0.12, -0.14], [0.04, -0.05, -0.15], [0.19, -0.62, -0.28], [-0.03, -0.01, 0.14], [0.05, 0.04, 0.17], [-0.18, 0.16, -0.01], [0.02, 0.31, 0.04], [0.02, 0.00, -0.16], [0.14, 0.04, 0.06], [0.00, 0.06, 0.11], [-0.02, -0.15, 0.13], [0.02, -0.11, 0.06], [-0.08, 0.06, 0.15], [-0.02, 0.08, 0.05], [-0.17, 0.26, 0.07], [-0.08, 0.02, 0.07], [0.11, 0.22, 0.16], [-0.19, -0.25, -0.03], [-0.05, -0.03, 0.06], [0.28, 0.25, -0.02], [0.00, -0.27, 0.01], [-0.07, -0.13, 0.11], [0.16, 0.33, -0.14], [-0.05, 0.06, 0.14], [-0.09, 0.13, 0.03], [0.11, -0.26, -0.23], [0.23, -0.07, 0.07], [-0.01, 0.10, -0.09], [-0.33, 0.05, 0.12], [-0.26, -0.05, -0.21], [-0.05, -0.04, 0.08], [0.28, -0.03, 0.10], [-0.03, 0.04, -0.11], [0.01, 0.06, 0.05], [0.14, -0.10, 0.00]], "nbo_charge": [-0.069, -0.713, -0.071, -0.451, -0.602, 0.899, -0.825, -0.720, 0.200, 0.175, 0.503, 0.234, 0.286, 0.225, 0.272, 0.279, 0.290, 0.300, 0.296, 0.473, 0.442, 0.456, 0.507, 0.498, -0.989, 0.499, 0.479, -0.975, 0.501, 0.510, -0.982, 0.512, 0.513, -0.981, 0.520, 0.503, -1.018, 0.505, 0.517, -0.997]}


{"formula": "C5H26O9S2", "method": "ωB97M-V/def2-TZVPD", "lumo_ev": 0.155, "mol_weight_g_mol": 294.39, "homo_energy_ha": -0.324, "relative_energy_kj_mol": 9.6, "charge": 0, "smiles": "CCSSCCC=O.O.O.O.O.O.O.O.O", "symbols": ["C", "C", "S", "S", "C", "C", "C", "O", "H", "H", "H", "H", "H", "H", "H", "H", "H", "H", "O", "H", "H", "O", "H", "H", "O", "H", "H", "O", "H", "H", "O", "H", "H", "O", "H", "H", "O", "H", "H", "O", "H", "H"], "coordinates": [[-0.41748, 3.66327, -0.78385], [-1.83720, 3.51974, -0.17966], [-2.29835, 1.87981, 0.34970], [-2.79304, 0.96397, -1.40186], [-1.46731, 0.36052, -2.42998], [-0.64731, -0.68004, -1.67559], [-1.51427, -1.80078, -1.25804], [-1.47706, -2.21893, -0.11625], [0.13438, 4.50363, -0.34410], [-0.58494, 3.98035, -1.82250], [0.25053, 2.80587, -0.84909], [-1.83529, 4.10266, 0.75319], [-2.55749, 3.76108, -0.97006], [-2.00827, -0.17540, -3.21620], [-0.89643, 1.06363, -3.03085], [0.07659, -0.37168, -0.88023], [0.25083, -1.03760, -2.20422], [-2.15841, -2.22042, -2.04013], [3.01357, 0.56280, -1.23369], [2.43375, 0.31432, -0.47479], [3.90876, 0.58982, -0.87565], [2.31434, -3.30288, -0.33526], [2.43432, -3.66222, -1.21153], [2.43335, -2.34559, -0.41760], [1.92418, 0.53190, 3.80728], [2.36550, -0.28810, 4.05316], [1.00393, 0.22005, 3.78005], [0.80854, -2.41930, 1.61333], [1.42431, -3.15217, 1.52624], [0.05209, -2.68716, 1.07736], [1.23938, 1.83035, -2.87216], [2.14861, 2.01300, -2.63407], [1.23599, 0.93151, -2.54818], [-1.25160, -0.79502, 3.05807], [-0.95561, -0.90895, 2.14001], [-0.93211, -1.59061, 3.51601], [-2.79105, -2.79897, 2.20717], [-2.42305, -2.80034, 1.31330], [-3.32746, -2.04869, 2.45356], [1.72073, -0.01483, 1.01763], [1.78543, 0.52355, 1.83420], [1.21465, -0.80214, 1.30528]], "atomic_forces_ev_per_a": [[-0.24, 0.86, -0.96], [1.24, -0.11, -0.14], [0.58, -0.93, 0.02], [-1.52, 0.48, -0.19], [1.04, -0.67, -0.18], [2.33, 0.50, -0.07], [0.87, 0.13, 1.11], [-0.25, -0.42, -0.80], [-0.15, -0.27, 0.20], [0.33, -0.20, 0.07], [-0.39, -0.19, 0.37], [-0.74, 0.10, -0.47], [-0.10, 0.59, 0.74], [-0.39, -0.11, 0.15], [0.16, 0.45, 0.65], [-1.74, 0.69, 0.55], [-0.74, -0.68, -1.33], [-0.34, -0.20, 0.14], [0.06, -0.30, 0.01], [0.45, 0.33, 0.08], [-0.22, -0.06, -0.02], [0.07, 0.22, 0.06], [0.16, -0.13, -0.34], [0.03, -0.18, -0.01], [-0.52, -0.47, 0.00], [0.41, 0.09, 0.01], [-0.19, 0.41, 0.04], [-0.46, -0.23, 0.60], [0.22, 0.02, -0.14], [-0.13, 0.07, -0.09], [-0.06, 0.03, -0.28], [0.44, 0.52, 0.03], [-0.30, -0.46, 0.02], [0.85, 0.44, 0.26], [-0.27, -0.04, 0.44], [-0.34, 0.19, -0.47], [0.05, -1.66, 0.51], [-0.69, 0.72, 0.22], [0.22, 0.42, -0.65], [-0.36, 0.36, 0.51], [0.22, -0.20, -0.46], [0.41, -0.11, -0.20]], "nbo_charge": [-0.637, -0.563, 0.141, 0.072, -0.571, -0.581, 0.496, -0.611, 0.209, 0.213, 0.239, 0.231, 0.230, 0.229, 0.266, 0.261, 0.248, 0.135, -1.018, 0.508, 0.478, -0.964, 0.479, 0.487, -0.948, 0.473, 0.488, -0.982, 0.506, 0.503, -0.946, 0.489, 0.461, -0.953, 0.475, 0.482, -0.990, 0.493, 0.486, -1.028, 0.512, 0.503]}


{"formula": "C5H27NO7", "method": "ωB97M-V/def2-TZVPD", "lumo_ev": 0.037, "mol_weight_g_mol": 213.27, "homo_energy_ha": -0.330, "relative_energy_kj_mol": 323.1, "charge": 0, "smiles": "CCCCNC.O.O.O.O.O.O.O", "symbols": ["C", "C", "C", "C", "N", "C", "H", "H", "H", "H", "H", "H", "H", "H", "H", "H", "H", "H", "H", "O", "H", "H", "O", "H", "H", "O", "H", "H", "O", "H", "H", "O", "H", "H", "O", "H", "H", "O", "H", "H"], "coordinates": [[-2.29805, 2.30224, -1.07999], [-1.03305, 1.81919, -1.79106], [-0.75893, 0.41321, -1.19873], [-0.20659, 0.74232, 0.19915], [0.03474, -0.47659, 1.00861], [-1.16379, -1.03598, 1.68372], [-2.99133, 1.58537, -0.69184], [-2.84562, 2.89014, -1.80608], [-2.01607, 2.92838, -0.19396], [-1.07717, 1.76138, -2.90947], [-0.15438, 2.64202, -1.75254], [-1.61870, -0.15154, -1.35029], [0.13386, -0.08530, -1.84301], [0.77277, 1.36951, 0.22519], [-1.13332, 1.36526, 0.57060], [0.74929, -0.29731, 1.58716], [-1.91255, -1.15088, 0.89751], [-0.88366, -2.02445, 2.03343], [-1.61300, -0.46509, 2.52740], [2.55334, -1.00270, -1.08118], [2.44413, -0.84641, -0.05413], [3.47376, -1.00846, -1.12508], [-1.57135, -2.67652, -1.96708], [-1.29186, -3.19342, -2.81421], [-0.74958, -2.85362, -1.42382], [0.50135, -3.01749, -0.15774], [0.33923, -2.09472, -0.01315], [1.33639, -2.95978, -0.58281], [2.89078, -0.35807, 1.95752], [2.49321, 0.14747, 2.63761], [3.15042, -1.10004, 2.47742], [-3.93766, -0.89175, -0.64414], [-3.44452, -1.10909, -1.50928], [-4.08964, -1.58370, -0.00499], [1.26816, 1.34760, 3.36588], [0.44052, 1.00033, 3.42542], [1.24140, 2.25084, 3.68939], [2.84361, 3.45210, -0.83358], [2.86322, 3.51671, 0.04365], [2.51654, 2.53132, -1.09640]], "atomic_forces_ev_per_a": [[0.56, 2.26, -0.22], [1.27, 0.46, -1.01], [6.20, 1.87, -2.22], [-1.72, -0.04, 0.75], [-3.74, 0.11, -2.33], [0.61, 0.20, -0.56], [-0.08, -1.04, -0.07], [-0.37, 0.56, 0.22], [-0.42, -0.15, -0.93], [-0.80, -0.17, 0.86], [-1.69, -2.00, 0.71], [-1.28, -1.13, 0.58], [-2.03, 0.79, 1.46], [-1.88, -0.99, -0.46], [2.23, -0.88, 0.47], [2.97, 0.42, 2.68], [-0.14, -0.02, 0.24], [-0.16, -0.18, 0.18], [0.39, 0.06, -0.47], [-2.49, 0.41, 3.38], [-0.04, -0.30, -2.69], [2.59, -0.05, -0.54], [1.73, -1.78, -2.08], [-1.09, 1.47, 2.07], [-0.96, 0.23, -0.09], [-0.78, -1.40, 0.02], [-0.41, 1.69, 0.84], [1.44, -0.21, -0.77], [0.57, -0.48, -1.20], [-0.92, 1.78, 0.93], [0.66, -1.36, 0.14], [0.67, 1.27, -1.97], [-1.15, -0.62, 2.60], [0.44, -0.81, -0.64], [3.73, 1.47, -0.19], [-3.82, -1.39, 0.30], [-0.06, -0.01, 0.02], [-0.77, -2.16, -6.47], [0.03, 0.09, 5.60], [0.74, 2.01, 0.85]], "nbo_charge": [-0.648, -0.405, -0.425, -0.231, -0.665, -0.440, 0.228, 0.216, 0.200, 0.209, 0.200, 0.223, 0.204, 0.203, 0.180, 0.362, 0.220, 0.210, 0.163, -0.968, 0.498, 0.464, -0.995, 0.465, 0.497, -0.969, 0.492, 0.481, -0.961, 0.493, 0.471, -0.992, 0.512, 0.486, -0.955, 0.478, 0.492, -0.935, 0.457, 0.481]}